12
Properties=species:S:1:pos:R:3 method="wB97M-V/def2-TZVPD" orbital_gap_ha="0.28957 / 0.27171" molar_mass_g_mol=121.10 de_lowest_kj_mol=607.3 fmax_ev_per_a=7.16
C -1.89 0.43 -0.32
C -0.78 -0.12 0.24
C -0.11 -0.17 1.53
C 1.44 -0.10 -1.48
N -2.74 0.91 -0.83
N 0.50 0.33 -0.32
N 1.13 0.31 0.90
N -1.17 0.02 2.53
N -0.64 -1.13 2.43
H 0.95 -1.06 -1.46
H 2.26 0.10 -0.91
H 1.06 0.48 -2.31

***

13
Properties=species:S:1:pos:R:3 method="wB97M-V/def2-TZVPD" orbital_gap_ha=0.33346 total_charge=+1 molar_mass_g_mol=83.11 de_lowest_kj_mol=697.9 smiles="C=CC1=[NH+]N1C" fmax_ev_per_a=6.47
C -0.28 0.16 0.01
C -2.64 -0.40 0.24
C -1.62 0.46 0.00
C 2.17 0.45 0.27
N 0.93 -0.12 0.01
N 0.47 -1.49 0.05
H -3.73 -0.09 0.15
H -2.21 -1.47 0.31
H -1.79 1.51 -0.35
H 2.29 1.37 -0.50
H 2.23 0.90 1.17
H 2.95 -0.15 0.05
H 0.46 -1.95 -0.82

***

18
Properties=species:S:1:pos:R:3 method="wB97M-V/def2-TZVPD" orbital_gap_ha=0.10345 total_charge=-1 molar_mass_g_mol=191.11 de_lowest_kj_mol=236.4 fmax_ev_per_a=2.96
Na -0.22 1.12 -0.75
S 0.14 -0.05 3.62
O -0.56 0.00 4.89
O -0.01 -1.37 3.00
O -0.36 0.92 2.64
O 1.54 0.18 3.98
O 1.35 -1.67 -0.83
H 0.52 -2.00 -0.48
H 2.02 -2.08 -0.28
O -2.11 1.18 -4.05
H -2.57 1.97 -4.33
H -2.78 0.65 -3.61
O 2.48 2.80 -1.64
H 2.75 3.26 -2.43
H 3.17 2.99 -1.00
O -1.89 -2.32 0.22
H -1.98 -3.24 -0.04
H -1.48 -2.35 1.08

***

56
Properties=species:S:1:pos:R:3 method="wB97M-V/def2-TZVPD" orbital_gap_ha=0.19685 total_charge=+1 molar_mass_g_mol=556.40 fmax_ev_per_a=4.56
Mg 12.72 2.97 18.56
C 15.55 4.90 18.77
O 14.36 4.12 18.79
H 15.60 5.61 17.95
H 15.79 5.46 19.68
H 16.42 4.26 18.62
C 14.27 -2.26 16.18
C 14.01 -1.91 17.67
C 15.20 -1.99 18.51
O 15.25 -0.75 19.11
C 14.24 0.03 18.73
O 14.11 1.24 19.02
O 13.63 -0.56 17.74
H 14.51 -3.31 16.02
H 15.03 -1.68 15.66
H 13.32 -1.98 15.71
H 13.17 -2.47 18.08
H 16.10 -2.17 17.93
H 15.10 -2.83 19.20
C 14.40 2.60 22.48
C 15.61 1.65 22.41
C 16.41 1.73 21.05
O 17.76 1.81 21.40
C 17.86 2.13 22.70
O 18.85 2.32 23.40
O 16.64 2.01 23.24
H 13.58 2.05 22.02
H 14.56 3.57 22.02
H 14.12 2.84 23.51
H 15.25 0.62 22.45
H 16.12 2.54 20.40
H 16.28 0.80 20.50
Cl 12.28 5.67 23.19
C 13.02 6.16 21.66
C 12.02 6.27 20.55
Cl 10.88 7.66 20.75
H 13.80 5.47 21.35
H 13.54 7.10 21.82
H 11.44 5.35 20.46
H 12.63 6.37 19.64
Cl 19.82 6.88 22.35
C 18.55 5.78 21.73
C 17.26 6.09 22.49
Cl 17.19 5.48 24.20
H 18.94 4.76 21.82
H 18.41 5.99 20.67
H 16.39 5.60 22.06
H 17.03 7.15 22.48
Cl 16.27 7.16 12.28
C 16.66 6.18 13.74
C 15.43 6.05 14.66
Cl 14.19 4.89 14.09
H 17.43 6.78 14.23
H 17.06 5.22 13.42
H 14.85 6.95 14.87
H 15.67 5.64 15.64

***

23
Properties=species:S:1:pos:R:3 method="wB97M-V/def2-TZVPD" orbital_gap_ha=0.37545 molar_mass_g_mol=139.20 de_lowest_kj_mol=231.3 fmax_ev_per_a=4.42
C -1.51 1.25 -0.27
C -0.17 1.83 0.07
C 1.06 0.95 0.15
C 1.22 -0.06 1.29
C 2.25 -1.19 0.75
C 2.33 -0.93 -0.87
C 1.43 0.28 -1.20
H -1.47 0.89 -1.32
H -2.28 1.99 -0.22
H -0.02 2.65 -0.64
H -0.13 2.34 1.08
H 1.88 1.63 0.25
H 1.51 0.43 2.21
H 0.22 -0.61 1.54
H 1.97 -2.27 1.01
H 3.27 -0.97 1.13
H 2.00 -1.81 -1.44
H 3.38 -0.78 -1.19
H 1.90 1.01 -1.89
H 0.51 -0.14 -1.74
N -2.96 -1.78 -0.34
N -2.48 -0.83 -0.03
N -2.05 0.17 0.62

***

82
Properties=species:S:1:pos:R:3 method="wB97M-V/def2-TZVPD" orbital_gap_ha=0.25473 total_charge=+1 molar_mass_g_mol=909.59 de_lowest_kj_mol=98.0 fmax_ev_per_a=2.58
Lu 1.72 -2.13 -1.14
O 2.75 1.00 -5.87
C 2.54 1.90 -4.90
C 2.53 3.25 -5.26
C 2.29 4.23 -4.32
C 2.07 3.89 -2.98
C 2.10 2.57 -2.62
C 2.33 1.55 -3.56
C 2.32 0.16 -3.08
O 2.26 -0.08 -1.83
N 2.32 -0.78 -4.02
N 2.12 -2.04 -3.50
C 2.32 -3.01 -4.30
C 2.11 -4.38 -3.82
C 2.39 -5.45 -4.65
C 2.21 -6.73 -4.16
C 1.75 -6.89 -2.86
C 1.49 -5.75 -2.11
N 1.67 -4.52 -2.57
H 2.67 0.11 -5.45
H 2.71 3.50 -6.30
H 2.29 5.27 -4.63
H 1.89 4.66 -2.25
H 1.96 2.27 -1.59
H 2.65 -2.82 -5.31
H 2.74 -5.28 -5.66
H 2.43 -7.60 -4.77
H 1.59 -7.86 -2.43
H 1.15 -5.83 -1.09
C -4.22 8.81 5.40
O -3.90 7.57 6.01
C -3.45 6.58 5.22
C -3.33 6.69 3.83
C -2.84 5.62 3.11
C -2.46 4.44 3.73
C -2.60 4.34 5.12
C -3.09 5.39 5.85
C -1.89 3.31 2.98
N -1.26 2.29 3.50
C -0.89 1.51 2.43
C -1.31 2.07 1.25
N -1.95 3.22 1.61
C -1.11 1.44 -0.02
C -1.56 1.94 -1.25
C -1.39 1.19 -2.39
C -0.76 -0.05 -2.28
N -0.27 -0.51 -1.14
C -0.41 0.22 -0.02
C 0.16 -0.30 1.21
N 0.96 -1.39 1.13
C 1.43 -1.93 2.24
C 1.14 -1.42 3.51
C 0.37 -0.29 3.61
C -0.13 0.30 2.44
H -4.50 9.49 6.20
H -5.06 8.70 4.71
H -3.36 9.22 4.86
H -3.62 7.60 3.32
H -2.74 5.73 2.03
H -2.31 3.41 5.61
H -3.20 5.33 6.93
H -2.41 3.87 1.01
H -2.04 2.91 -1.30
H -1.73 1.54 -3.35
H -0.66 -0.68 -3.15
H 2.08 -2.78 2.12
H 1.54 -1.91 4.39
H 0.13 0.17 4.56
F 3.88 -2.00 -0.60
B 3.49 -3.38 -0.32
F 4.46 -4.14 -0.78
S -0.92 -3.55 -0.59
C -0.85 -4.88 0.41
N -1.84 -5.77 0.52
C -1.62 -6.96 1.33
C -0.51 -6.59 2.31
S 0.47 -5.30 1.47
H -2.65 -5.67 -0.08
H -1.32 -7.79 0.69
H -2.53 -7.24 1.85
H 0.13 -7.43 2.54
H -0.91 -6.17 3.23

***

Copy entry 3 word for word.
18
Properties=species:S:1:pos:R:3 method="wB97M-V/def2-TZVPD" orbital_gap_ha=0.10345 total_charge=-1 molar_mass_g_mol=191.11 de_lowest_kj_mol=236.4 fmax_ev_per_a=2.96
Na -0.22 1.12 -0.75
S 0.14 -0.05 3.62
O -0.56 0.00 4.89
O -0.01 -1.37 3.00
O -0.36 0.92 2.64
O 1.54 0.18 3.98
O 1.35 -1.67 -0.83
H 0.52 -2.00 -0.48
H 2.02 -2.08 -0.28
O -2.11 1.18 -4.05
H -2.57 1.97 -4.33
H -2.78 0.65 -3.61
O 2.48 2.80 -1.64
H 2.75 3.26 -2.43
H 3.17 2.99 -1.00
O -1.89 -2.32 0.22
H -1.98 -3.24 -0.04
H -1.48 -2.35 1.08